{"formula": "C16H32FNO5", "method": "ωB97M-V/def2-TZVPD", "species": ["C", "C", "F", "C", "N", "C", "O", "O", "H", "H", "H", "H", "H", "H", "H", "H", "C", "C", "C", "O", "C", "H", "H", "H", "H", "H", "H", "H", "H", "C", "C", "C", "O", "C", "H", "H", "H", "H", "H", "H", "H", "H", "C", "C", "C", "O", "C", "H", "H", "H", "H", "H", "H", "H", "H"], "xyz": [[4.53561, 1.89968, -3.24920], [3.40100, 2.81902, -3.65084], [3.92392, 4.08948, -3.91063], [2.33712, 2.94312, -2.56939], [0.97368, 3.02376, -3.11857], [0.60129, 1.92989, -3.95457], [-0.05769, 2.04959, -4.94085], [1.07391, 0.71589, -3.58145], [5.34565, 1.94748, -3.97259], [4.90975, 2.17993, -2.26205], [4.15010, 0.88115, -3.18311], [2.96266, 2.47604, -4.59121], [2.52205, 3.88078, -2.04455], [2.44843, 2.14584, -1.82440], [0.30621, 3.10213, -2.35791], [1.30997, 0.75185, -2.63970], [-0.34095, -0.21627, 1.29403], [1.12110, -0.61523, 1.49956], [1.69334, -0.39734, 0.10685], [0.94188, 0.68109, -0.46888], [-0.21821, 0.95468, 0.33238], [-0.85256, 0.05739, 2.21602], [-0.89407, -1.03333, 0.82491], [1.59803, 0.05955, 2.21460], [1.25165, -1.63465, 1.85556], [1.56376, -1.28888, -0.51583], [2.75070, -0.12686, 0.11015], [-0.05858, 1.89475, 0.87252], [-1.08005, 1.06586, -0.32221], [-4.95464, 0.86057, -2.63520], [-5.62448, 1.21143, -1.30825], [-4.53230, 0.85262, -0.30949], [-3.29036, 1.09040, -0.97565], [-3.51804, 1.29131, -2.37649], [-5.39322, 1.36571, -3.49404], [-5.00227, -0.21620, -2.81001], [-5.84089, 2.28084, -1.26558], [-6.55090, 0.66802, -1.12833], [-4.58734, -0.20371, -0.02473], [-4.56494, 1.45726, 0.59793], [-3.37316, 2.35051, -2.61242], [-2.78638, 0.70967, -2.93823], [-0.01411, -4.01425, 5.37407], [1.44705, -4.39895, 5.59510], [2.03097, -4.19304, 4.20392], [1.28292, -3.12716, 3.61183], [0.12044, -2.85347, 4.39819], [-0.53609, -3.73429, 6.28778], [-0.55627, -4.84002, 4.90890], [1.91374, -3.71579, 6.30769], [1.58151, -5.41628, 5.95921], [1.91749, -5.09158, 3.58873], [3.08510, -3.91435, 4.21773], [0.26348, -1.90491, 4.92728], [-0.73699, -2.75072, 3.73140]], "forces_ev_per_a": [[-0.238, 0.134, 0.222], [0.076, -0.172, -0.050], [0.020, 0.090, -0.036], [-0.159, 0.084, 0.200], [0.303, -0.198, 0.130], [-0.020, -0.095, 0.060], [-0.147, 0.012, -0.034], [0.011, 0.089, 0.048], [0.007, -0.047, -0.026], [0.092, 0.024, -0.050], [0.089, -0.043, -0.079], [-0.040, 0.042, -0.006], [0.028, -0.010, 0.012], [0.034, -0.032, -0.071], [-0.132, 0.229, -0.169], [-0.064, -0.135, 0.118], [0.015, -0.051, -0.021], [-0.018, 0.049, -0.027], [-0.033, -0.061, 0.048], [0.209, 0.021, -0.277], [-0.071, 0.066, -0.012], [0.013, -0.001, 0.007], [-0.006, 0.014, -0.004], [0.002, -0.002, -0.007], [0.011, 0.036, -0.001], [0.007, 0.002, 0.004], [-0.007, 0.023, -0.006], [0.024, -0.018, 0.011], [-0.008, -0.004, 0.025], [-0.003, -0.030, 0.003], [-0.006, 0.027, -0.003], [0.002, -0.011, -0.013], [-0.025, 0.002, -0.014], [0.023, 0.010, -0.017], [-0.002, 0.008, 0.005], [0.004, 0.002, 0.000], [0.003, -0.002, 0.002], [0.002, -0.008, -0.005], [-0.016, 0.001, 0.001], [0.014, -0.001, 0.003], [-0.009, -0.002, -0.012], [0.014, 0.009, 0.010], [-0.015, -0.023, -0.009], [0.011, 0.020, 0.018], [-0.012, -0.007, -0.009], [0.003, -0.065, 0.049], [0.014, 0.023, -0.008], [0.008, 0.002, 0.005], [0.001, 0.003, -0.002], [0.001, 0.000, -0.004], [-0.010, -0.004, -0.004], [0.003, -0.009, 0.012], [-0.001, 0.008, -0.014], [-0.012, -0.004, 0.010], [0.008, 0.006, -0.011]], "homo_lumo_gap_ev": 10.3981, "smiles": "C[C@H](F)CNC(=O)O.C1CCOC1.C1CCOC1.C1CCOC1", "charge": 0}